Below is a molecular structure, C44H52KN9S4Sb in a non-equilibrium geometry, with properties calculated with ωB97M-V/def2-TZVPD.

Last column: Mulliken charge in e.
Element x y z (Å)
K  -1.0442  0.5108  -0.2618  0.83
N  3.4703  1.0992  2.0898  0.05
C  3.8037  1.5900  0.8536  -1.01
C  2.6511  1.6639  0.1377  -0.55
N  1.6141  1.2198  0.8892  0.72
C  2.1332  0.7887  2.0550  -0.08
C  1.3401  0.1060  3.1039  -0.26
N  0.0442  -0.1364  2.9164  0.11
C  -0.3589  -0.8273  4.0149  -0.40
C  0.6885  -0.9962  4.9332  -0.69
N  1.7894  -0.4072  4.3123  -0.03
H  4.0696  1.0220  2.9555  0.24
H  4.7825  1.9145  0.5613  0.47
H  2.5366  2.0409  -0.8709  0.45
H  -1.4014  -1.1293  4.1082  0.42
H  0.7676  -1.5685  5.8330  0.42
H  2.7078  -0.3351  4.7717  0.20
N  -6.1825  0.5771  -0.6632  0.06
C  -6.1014  1.9328  -0.8302  0.30
C  -7.0910  2.9169  -0.9326  -0.97
C  -6.6854  4.2551  -0.9029  -0.45
C  -5.3243  4.5630  -0.7878  -0.55
C  -4.3516  3.5752  -0.7664  -0.41
C  -4.7446  2.2563  -0.6867  0.17
N  -3.9990  1.0872  -0.3790  0.21
C  -4.9117  0.1275  -0.3920  0.12
C  -4.7423  -1.3529  -0.1702  -0.19
C  -5.6371  -2.4126  -0.2370  -0.48
S  -4.8605  -3.9405  -0.0392  -0.16
C  -3.3901  -3.0716  0.1397  -0.32
N  -3.4295  -1.7616  0.0228  -0.02
H  -7.0528  0.0298  -0.6043  0.25
H  -8.1478  2.6265  -0.9175  0.32
H  -7.3890  5.0730  -1.0121  0.37
H  -4.9869  5.6001  -0.7199  0.38
H  -3.2919  3.8152  -0.7616  0.52
H  -6.6991  -2.2956  -0.5012  0.26
H  -2.4317  -3.5621  0.2314  0.60
S  -1.2942  -0.5305  -3.5303  -0.32
C  -0.7468  0.7146  -4.5924  -0.15
C  -0.9666  0.5477  -5.9689  -0.58
C  -0.5275  1.4836  -6.8802  -0.31
C  0.1567  2.6518  -6.4598  -0.56
C  0.4268  2.8465  -5.1094  -0.55
C  -0.1156  1.9627  -4.1242  -0.16
S  -0.0731  2.4872  -2.5142  -0.31
H  -1.4613  -0.3658  -6.3216  0.27
H  -0.7364  1.3546  -7.9569  0.26
H  0.5673  3.3582  -7.2100  0.25
H  1.0636  3.6366  -4.7455  0.32
C  3.9591  -1.6168  -1.6905  -1.67
C  4.3642  -2.9172  -1.0096  1.40
C  5.3589  -3.7596  -1.7996  -1.51
C  4.8930  -2.6533  0.4151  -1.63
Sb  2.2782  -3.9594  -0.6786  0.65
C  1.9115  -5.3431  1.2546  1.08
C  0.5117  -5.9590  1.2338  -1.17
C  2.0435  -4.3533  2.4179  -1.55
C  3.0896  -6.3190  1.2053  -1.45
C  1.2912  -4.6384  -2.7013  1.11
C  1.3967  -6.1532  -2.6888  -1.40
C  -0.0935  -4.0372  -2.5187  -1.24
C  1.9954  -3.9826  -3.9087  -1.42
H  4.8123  -0.9757  -1.9450  0.49
H  3.2600  -1.0069  -1.1200  0.32
H  3.3610  -1.8276  -2.5759  0.33
H  5.9830  -3.1475  -2.4727  0.37
H  4.8325  -4.4860  -2.4394  0.23
H  6.0145  -4.2841  -1.0984  0.41
H  5.7646  -1.9632  0.3724  0.43
H  5.2537  -3.5803  0.8542  0.36
H  4.1903  -2.1852  1.0727  0.15
H  -0.2164  -5.1620  1.3687  0.20
H  0.3316  -6.7292  2.0547  0.34
H  0.3331  -6.4027  0.2491  0.22
H  1.2599  -3.5930  2.4770  0.31
H  2.9864  -3.8090  2.3844  0.24
H  1.9702  -4.8627  3.3983  0.47
H  3.1974  -6.8367  0.2503  0.29
H  2.9451  -7.0731  2.0164  0.42
H  4.0255  -5.7727  1.3889  0.30
H  0.7938  -6.6078  -1.8926  0.25
H  2.4283  -6.5336  -2.5612  0.30
H  1.1020  -6.5665  -3.6715  0.43
H  -0.6326  -4.4194  -1.6372  0.18
H  -0.7118  -4.0895  -3.4405  0.41
H  0.0104  -2.9765  -2.3532  0.24
H  3.0644  -4.2291  -3.8186  0.30
H  1.8835  -2.9169  -3.8725  0.24
H  1.6491  -4.3837  -4.8606  0.50
S  0.4759  5.2641  4.4936  -0.15
C  -0.1647  4.5702  3.0356  0.21
C  -1.3541  3.8484  3.1019  -0.58
C  -1.7665  3.1647  1.9809  -0.05
N  -1.1586  3.2329  0.7928  0.33
C  -0.1058  4.0914  0.6951  -0.73
C  0.4965  4.6630  1.7832  -0.52
C  -0.3205  6.8453  4.4743  0.38
C  0.2957  8.0182  3.9928  -0.24
C  -0.5230  9.1515  3.7907  -0.24
N  -1.7848  9.2157  4.1019  -0.60
C  -2.3727  8.1017  4.5964  -0.43
C  -1.6644  6.9140  4.8139  -0.14
H  -1.9874  3.8644  3.9929  0.24
H  -2.6633  2.5618  2.0518  0.32
H  0.2584  4.2516  -0.3037  0.30
H  1.3674  5.3032  1.7036  0.52
H  1.3452  8.0454  3.6699  0.35
H  -0.0631  10.0642  3.4332  0.35
H  -3.4336  8.1529  4.8342  0.35
H  -2.2047  6.0467  5.2262  0.33

Spin multiplicity = 1
Calculated total energy = -4633.5525 Eh
Gap between HOMO and LUMO = 3.02 eV
LUMO energy = 0.0523 Ha
Net charge = -1